Entry 1:
34
Properties=species:S:1:pos:R:3:lowdin_spin:R:1 method="wB97M-V/def2-TZVPD" charge=-1 homo_ev="0.6 / -3.8" gap_ev="2.44 / 6.91" spin_multiplicity=2 relative_energy_kcal_mol=18.9 e_tot_ev=-18356.2488 fmax_ev_per_a=3.0
H -0.959 2.527 -2.489 0.00
C 2.204 2.253 -2.840 0.01
H 0.141 3.873 -2.454 0.00
H 2.488 3.067 -3.496 0.00
H 2.704 -2.335 0.240 0.00
H -3.110 0.601 0.948 0.01
H 4.089 1.334 -2.997 0.00
H -0.228 0.722 0.108 0.02
H -0.342 3.185 -0.919 0.00
C -0.096 2.924 -1.947 0.00
H -1.458 1.663 2.485 0.03
C 1.101 2.072 -2.086 0.00
C -2.456 -1.421 1.286 0.06
C -1.503 0.595 2.360 0.20
C 0.614 0.188 -0.322 0.04
C 1.063 -0.963 0.288 0.03
H -4.168 -2.542 0.636 0.00
C 2.636 0.400 -1.681 0.01
H -0.023 -2.162 3.655 0.01
C -1.626 -2.217 2.092 0.21
C -3.377 -1.916 0.182 0.02
C -0.728 -1.614 3.042 0.12
C 2.333 -1.411 -0.218 0.00
H 0.018 0.251 3.804 0.00
H -3.787 -1.036 -0.293 0.00
C -2.389 -0.047 1.440 0.11
N 3.184 1.292 -2.570 0.00
H 3.990 -1.342 -1.597 0.00
C 3.099 -0.881 -1.193 0.02
H 0.558 -1.685 0.903 0.02
H -2.899 -2.696 -0.406 0.01
C -0.714 -0.236 3.160 0.05
H -1.743 -3.296 2.190 0.03
C 1.385 0.854 -1.310 0.01

=====

Entry 2:
35
Properties=species:S:1:pos:R:3:lowdin_charge:R:1 method="wB97M-V/def2-TZVPD" homo_ev=-7.9 gap_ev=8.78 relative_energy_kcal_mol=25.7 e_tot_ev=-20404.7127 fmax_ev_per_a=3.1
H -2.396 1.000 -3.312 0.14
H 1.261 0.893 4.259 0.11
C 1.316 0.888 3.183 -0.05
H -2.754 -0.678 1.364 0.07
C 0.865 1.958 2.447 -0.30
C 0.871 -1.503 -3.518 -0.11
C -0.016 -2.146 -1.362 -0.04
H 1.358 0.658 -0.672 0.12
C -2.651 0.269 -1.301 -0.07
H -0.549 2.847 3.895 0.08
H 1.616 -1.732 -4.274 0.10
N -1.978 0.567 -2.501 0.07
C -2.603 -1.463 0.633 -0.03
H 0.102 2.499 0.451 0.11
C 2.085 -0.154 2.575 0.01
H -0.139 0.112 -4.533 0.11
H -1.833 -2.173 0.934 0.07
H 1.754 -2.973 -2.212 0.10
H 3.289 -0.808 -0.234 0.11
H -0.234 3.932 2.673 0.07
H -3.577 -1.957 0.529 0.08
H 1.074 3.491 3.821 0.08
H -0.030 -2.893 -0.571 0.11
C -2.201 -0.851 -0.672 -0.22
C -0.090 -0.530 -3.664 -0.03
C -1.052 -0.480 -2.664 -0.22
O 2.950 -1.043 0.644 0.01
H -3.265 1.115 -1.019 0.12
C 0.935 -2.274 -2.357 -0.11
C 1.346 0.789 0.411 -0.03
C -1.089 -1.261 -1.490 -0.15
C 0.702 1.826 1.054 -0.04
C 0.257 3.122 3.191 -0.07
C 2.068 -0.126 1.174 -0.32
H 2.611 -0.921 3.118 0.11

=====

Entry 3:
46
Properties=species:S:1:pos:R:3:lowdin_spin:R:1 method="wB97M-V/def2-TZVPD" charge=-1 homo_ev="-4.2 / -5.2" gap_ev="6.40 / 7.37" spin_multiplicity=2 relative_energy_kcal_mol=21.8 e_tot_ev=-172586.1267 fmax_ev_per_a=1.1
Cl 4.626 -1.942 2.031 0.04
H 3.853 5.628 -1.968 0.00
C 2.812 2.540 -1.036 0.00
H -1.211 -3.933 2.561 0.00
H -5.166 -4.726 -0.190 0.00
C 1.503 2.560 -1.523 0.00
H 0.063 3.738 -2.585 0.00
H -1.802 3.380 1.107 0.00
N -2.533 -0.836 -0.417 0.00
Cu -0.329 -2.006 -0.011 0.02
O -3.495 -0.103 -0.616 0.00
C 3.884 -1.731 0.481 0.35
H -2.890 -4.353 -1.154 0.00
O -2.343 -1.399 0.693 0.00
C -3.346 -4.330 2.619 0.00
H 1.431 2.952 1.234 0.00
N 1.361 -1.433 0.450 0.12
H -0.624 3.900 -0.112 0.00
C 1.066 3.714 -2.174 0.00
H 1.539 5.697 -2.837 0.00
C -4.473 -4.555 1.842 0.00
C 2.517 -1.559 0.473 0.07
H -5.444 -4.683 2.297 0.00
C -1.324 3.110 0.164 0.00
H -0.172 1.366 -2.110 0.00
N -1.991 -4.170 0.680 0.00
Cl 4.787 -0.772 -0.645 0.04
C -3.076 -4.379 -0.092 0.00
H -3.415 -4.296 3.697 0.00
H 1.148 0.456 -1.367 0.00
H 4.666 3.590 -0.823 0.00
H 1.706 1.291 1.806 0.00
C 3.196 4.778 -1.835 0.00
As -0.425 1.367 0.384 0.00
C -2.123 -4.138 2.022 0.00
O -0.832 -3.988 0.135 0.00
C 0.949 2.052 1.618 0.00
Cl 4.222 -3.957 -0.495 0.36
H -2.099 3.032 -0.598 0.00
H 0.465 2.293 2.565 0.00
C 1.899 4.813 -2.326 0.00
H 3.177 1.646 -0.545 0.00
O -1.683 -1.067 -1.329 0.00
C 3.649 3.632 -1.194 0.00
C 0.597 1.394 -1.337 0.00
C -4.319 -4.574 0.463 0.00

=====

Entry 4:
43
Properties=species:S:1:pos:R:3:lowdin_charge:R:1 method="wB97M-V/def2-TZVPD" charge=+2 homo_ev="-14.6 / -14.6" gap_ev="5.54 / 5.54" relative_energy_kcal_mol=26.3 e_tot_ev=-51728.7253 fmax_ev_per_a=3.3
C -2.174 2.444 1.332 -0.02
Au 0.906 -0.562 0.019 1.01
N 0.013 1.308 -3.097 0.11
H -1.537 -4.282 2.641 0.14
C 3.050 -0.222 2.272 -1.03
H 0.773 -3.195 3.063 0.16
H -0.269 1.781 -3.941 0.16
H -2.789 2.501 2.219 0.12
N -0.683 -2.108 0.234 0.01
H 4.801 2.091 1.945 0.02
H -1.212 0.609 1.914 0.11
C -1.393 3.306 -0.760 0.02
N 1.375 -1.648 1.855 -0.09
C 4.724 1.886 3.010 -0.38
H 5.677 2.087 3.493 0.05
H -1.332 -0.459 -4.684 0.10
C -0.511 2.236 -0.844 -0.25
C -0.597 -2.831 1.366 -0.24
H 0.674 3.124 -2.373 0.14
N 2.413 -1.296 2.579 -0.07
S 2.710 0.799 0.915 0.73
H -2.915 4.243 0.425 0.13
H 0.327 -0.282 -5.263 0.11
C 0.474 2.128 -1.986 -0.10
O 0.467 -0.730 -2.190 -0.09
H 3.952 2.502 3.463 0.05
C 0.099 -0.024 -3.150 -0.47
H -1.406 4.058 -1.537 0.13
C -1.291 1.393 1.171 -0.11
H -3.565 -3.254 -0.999 0.13
C 0.576 -2.599 2.179 0.01
C -2.702 -3.858 0.883 0.01
H -0.141 -1.741 -4.377 0.10
C -1.605 -3.712 1.724 0.04
H -1.695 -1.668 -1.490 0.11
C -2.747 -3.142 -0.302 0.01
H 1.411 1.712 -1.609 0.09
C -1.711 -2.262 -0.586 -0.07
H -3.511 -4.525 1.147 0.13
N -0.487 1.301 0.110 -0.01
C -2.230 3.411 0.340 -0.01
C -0.288 -0.668 -4.450 0.03
S 4.371 0.147 3.341 0.96

=====

Entry 5:
50
Properties=species:S:1:pos:R:3:lowdin_charge:R:1 method="wB97M-V/def2-TZVPD" homo_ev=-9.6 gap_ev=9.37 e_tot_ev=-865581.4599 fmax_ev_per_a=1.6
C 0.604 1.637 -2.431 -0.51
O -0.480 1.669 -2.946 0.13
O 1.437 -2.944 -2.655 -0.03
C -0.891 -0.587 6.774 -1.60
H 1.665 0.984 -0.718 0.12
H 3.686 -1.970 -1.063 0.13
H 0.140 -4.419 -1.908 0.14
C 1.788 -0.573 -2.239 -0.08
H -1.330 0.372 7.007 -0.03
Br -3.525 -0.952 1.198 0.58
H 0.519 -0.736 3.110 -0.05
C 2.497 -1.599 3.573 -0.14
Br -2.331 -1.781 6.336 0.58
C 1.510 -1.453 1.389 -0.14
C 3.671 -2.413 1.633 -0.05
H 2.835 -3.455 -0.779 0.13
Br -5.372 4.443 -0.571 0.56
C -0.741 4.991 -4.043 -1.64
H 1.842 3.059 -1.949 0.11
H 2.459 -1.442 4.638 0.04
O -0.710 -3.240 -3.264 0.10
C 1.595 -1.958 -1.597 -0.29
Br -2.105 5.877 -3.013 0.56
Br 0.069 -1.166 8.338 0.58
O 1.522 2.602 -2.736 0.06
H 2.840 -0.289 -2.263 0.12
C 3.615 -2.185 2.989 -0.08
H 1.404 -0.597 -3.259 0.13
Br -5.821 7.348 -1.782 0.56
Br -2.847 -3.614 -0.396 0.61
C -6.172 5.468 -1.987 -1.66
C 1.436 -1.210 2.764 -0.26
Br -8.055 5.112 -2.149 0.57
C -2.851 -2.750 1.318 -1.61
C 0.227 -3.566 -2.601 -0.35
C 2.609 -2.062 0.797 -0.19
H 0.673 -1.124 0.795 0.06
H -5.705 5.155 -2.910 -0.04
H -3.522 -3.303 1.960 -0.03
H -0.675 3.971 -3.681 -0.07
Br 0.984 5.798 -3.772 0.58
H 4.571 -2.870 1.238 0.12
Br -1.199 4.904 -5.906 0.58
H 0.098 0.164 -1.039 0.12
H 0.642 -1.898 -1.068 0.12
C 2.745 -2.369 -0.681 -0.07
Br -1.100 -2.767 2.130 0.72
Br 0.289 -0.346 5.268 0.77
C 1.019 0.539 -1.480 -0.09
H 4.440 -2.454 3.635 0.11

=====

Entry 6:
47
Properties=species:S:1:pos:R:3:lowdin_charge:R:1 method="wB97M-V/def2-TZVPD" charge=+2 homo_ev=-12.7 gap_ev=7.50 relative_energy_kcal_mol=5.7 e_tot_ev=-125498.0461 fmax_ev_per_a=0.2
C -2.840 -3.288 1.628 -0.11
N -1.865 4.291 1.538 0.20
C -1.817 -4.060 1.118 -0.77
O 4.518 -1.363 4.885 0.14
N 0.074 0.209 -6.731 0.11
C -1.253 -0.691 -2.298 -0.12
H 0.451 0.293 3.759 0.12
C 3.532 -1.052 4.054 -0.29
Br 2.859 -1.433 -0.004 0.81
C -0.661 0.147 -4.453 -0.22
C 3.721 -1.360 2.702 -0.01
O -1.141 1.838 1.322 -0.12
C -0.861 -3.139 0.677 -0.21
C -1.518 -0.595 -3.646 -0.01
I -1.717 -6.112 1.024 0.95
C -0.514 4.101 0.908 -0.02
H 4.634 -1.831 2.370 0.13
H 2.150 -0.195 5.485 0.13
H 4.316 -1.129 5.800 0.14
H -3.003 -1.182 1.725 0.16
C 2.336 -0.446 4.449 0.03
N 1.555 -0.463 2.192 -0.10
H -1.892 -1.274 -1.646 0.10
H 0.971 -0.132 -6.429 0.12
H -0.496 4.551 -0.080 0.15
C 0.440 0.754 -3.854 0.01
Cd 0.078 -0.096 0.527 1.37
H 0.093 -3.332 0.212 0.10
N -0.214 -0.076 -1.716 -0.06
C 0.618 0.636 -2.489 -0.14
C -0.970 0.330 -5.901 -0.85
O 0.778 2.211 0.264 -0.04
H -0.075 0.357 -7.717 0.11
H -2.387 -1.074 -4.074 0.11
C -0.257 2.593 0.817 -0.69
H 1.132 1.355 -4.428 0.13
N -1.268 -1.891 0.900 -0.10
S -2.489 0.731 -6.361 0.74
N -2.474 -2.003 1.483 0.00
H 0.248 4.575 1.521 0.15
H -1.839 4.873 2.375 0.18
C 1.391 -0.174 3.492 -0.12
C 2.705 -1.043 1.839 -0.73
H 1.438 1.133 -1.989 0.10
H -2.545 4.696 0.895 0.18
H -2.161 3.322 1.783 0.14
H -3.782 -3.564 2.072 0.13

=====

Entry 7:
42
Properties=species:S:1:pos:R:3:lowdin_charge:R:1 method="wB97M-V/def2-TZVPD" homo_ev=-7.1 gap_ev=7.29 relative_energy_kcal_mol=123.3 e_tot_ev=-60750.8674 fmax_ev_per_a=6.3
H -0.141 4.438 -2.182 0.11
Cl 1.604 -3.292 -1.129 0.76
H -1.838 -1.524 -3.692 0.09
O -1.236 0.688 -0.245 -0.30
H 0.946 5.043 1.955 0.11
H -1.084 -0.276 -2.677 0.07
S 2.375 0.822 -0.007 0.65
H 1.224 -0.959 -1.372 -0.01
C -0.895 -1.038 -3.431 -0.01
C -2.017 -1.729 4.375 -0.07
C 1.546 3.189 1.083 -0.06
C 0.316 4.889 -0.114 -0.08
H -2.696 0.308 4.625 0.11
H -2.502 -2.089 5.287 0.11
C 0.675 -1.968 -1.773 -0.61
N 0.069 -2.062 -2.946 -0.22
H 1.015 2.229 -2.140 0.12
H -0.150 5.876 -0.137 0.11
C -0.100 -3.406 -3.541 -0.07
C -0.997 -0.894 1.910 -0.26
C 0.925 4.431 1.057 -0.08
O -0.776 -1.779 -0.535 -0.35
H -0.802 -3.318 -4.365 0.08
C 0.955 2.847 -1.246 -0.06
H -0.100 -2.847 1.778 0.11
C 1.201 -0.476 -0.145 -0.45
C 1.539 2.394 -0.063 -0.28
H 1.597 -1.221 0.543 0.06
C -1.635 0.036 2.754 -0.04
H -1.031 -3.614 3.949 0.11
O 2.967 0.745 1.307 -0.34
S -0.532 -0.485 0.228 0.78
H 0.856 -3.763 -3.920 0.08
C -1.244 -2.604 3.602 -0.07
C 0.325 4.090 -1.260 -0.07
C -0.728 -2.185 2.373 -0.06
O 3.188 0.648 -1.188 -0.31
C -2.168 -0.395 3.974 -0.07
H 2.036 2.830 1.984 0.11
H -0.519 -0.548 -4.335 0.09
H -1.688 1.086 2.464 0.12
H -0.483 -4.116 -2.803 0.08

=====

Entry 8:
42
Properties=species:S:1:pos:R:3:lowdin_charge:R:1 method="wB97M-V/def2-TZVPD" homo_ev=-9.4 gap_ev=10.02 relative_energy_kcal_mol=0.0 e_tot_ev=-33603.1768 fmax_ev_per_a=1.4
H 4.587 1.092 1.287 0.14
H -1.487 -0.096 -1.703 0.11
H -2.678 0.739 1.804 0.12
H -3.197 2.919 -1.231 0.12
H -6.096 -0.811 -0.121 0.10
C -0.722 0.804 1.088 -0.34
C 4.885 0.288 0.605 -0.06
H 1.397 -2.486 1.588 0.14
O 4.394 -2.423 0.881 0.07
C 3.598 -1.747 0.269 -0.50
H -3.366 2.961 1.149 0.11
N 3.752 -0.415 0.072 0.07
C -4.351 -1.723 -0.961 -0.09
H -1.602 2.163 -1.194 0.10
C -5.082 -0.658 -0.462 -0.08
H -4.791 -2.709 -1.008 0.10
C 5.708 0.916 -0.517 -0.62
C 2.331 -2.316 -0.358 -0.09
N 1.066 0.273 0.069 0.09
H -2.485 -2.341 -1.807 0.10
H 2.963 0.118 -0.289 0.10
C -1.903 1.493 1.653 -0.10
F 5.004 1.824 -1.210 0.13
N 0.232 1.294 0.370 0.12
C 0.588 -0.794 0.622 -0.32
H 5.514 -0.440 1.130 0.14
H 2.511 -3.377 -0.535 0.12
F 6.786 1.554 -0.037 0.13
C -4.517 0.603 -0.398 -0.05
C -3.214 0.820 -0.832 -0.25
C 1.124 -2.175 0.575 -0.08
C -2.412 2.618 0.747 -0.18
C -2.582 2.178 -0.716 -0.15
H -1.709 3.451 0.776 0.11
F 6.148 0.017 -1.402 0.15
C -3.058 -1.517 -1.407 -0.08
C -2.495 -0.253 -1.343 -0.05
O -0.553 -0.527 1.292 0.15
H -5.093 1.430 -0.010 0.12
H 0.316 -2.833 0.243 0.13
H 2.129 -1.819 -1.306 0.12
H -1.639 1.905 2.631 0.13

=====

Entry 9:
41
Properties=species:S:1:pos:R:3:lowdin_charge:R:1 method="wB97M-V/def2-TZVPD" homo_ev=-7.9 gap_ev=8.47 relative_energy_kcal_mol=0.0 e_tot_ev=-37776.5952 fmax_ev_per_a=0.6
C 4.649 1.372 -0.833 -0.09
C -3.203 2.339 -0.747 -0.16
C -3.653 2.444 0.709 -0.16
C -3.008 1.219 1.344 -0.14
H 0.727 -4.184 0.083 0.15
H 2.788 0.836 -1.736 0.11
O -2.680 -1.461 1.711 0.04
C 4.099 -0.606 1.025 -0.02
H -2.456 0.531 -1.722 0.11
H 1.270 1.418 -0.050 0.10
C 0.700 -0.516 -0.278 -0.29
H -1.974 1.420 1.650 0.12
N -3.033 0.226 0.281 -0.07
H -4.032 -2.495 -0.554 0.09
N -0.460 -1.221 -0.396 0.12
H 6.471 1.674 0.251 0.10
C -3.239 0.833 -1.021 -0.16
H 4.865 2.136 -1.566 0.10
H -4.213 0.535 -1.428 0.13
H -4.739 2.370 0.771 0.12
C -2.877 -1.076 0.577 -0.57
C 5.275 0.116 1.107 -0.08
H -2.186 2.720 -0.853 0.11
C 3.472 0.652 -0.920 -0.05
N 0.735 -3.178 -0.035 0.14
H -3.846 2.892 -1.428 0.11
O 2.970 -3.234 0.287 0.07
C -0.404 -2.504 -0.266 -0.62
C -3.037 -2.050 -0.587 -0.35
H -3.339 3.372 1.182 0.11
C 1.994 -2.543 0.081 -0.41
C 3.178 -0.342 0.013 -0.18
H -0.415 1.150 -0.265 0.07
H 3.890 -1.384 1.742 0.12
H -2.856 -1.599 -1.558 0.07
H 5.980 -0.098 1.897 0.10
C 5.552 1.111 0.184 -0.10
C 1.929 -1.114 -0.074 -0.06
S -1.879 -3.431 -0.386 1.02
N 0.530 0.833 -0.405 0.17
H -3.545 0.836 2.213 0.13

=====

Entry 10:
46
Properties=species:S:1:pos:R:3:lowdin_spin:R:1 method="wB97M-V/def2-TZVPD" homo_ev="-8.0 / -8.0" gap_ev="6.82 / 5.49" spin_multiplicity=3 relative_energy_kcal_mol=0.0 e_tot_ev=-118349.4437 fmax_ev_per_a=0.4
H 0.071 -0.902 -3.311 0.00
H -3.500 -4.469 0.599 0.00
O -0.285 0.515 -5.398 0.00
N 2.713 -0.318 0.398 0.14
H 1.006 -1.668 -1.121 0.00
C 2.173 1.667 -2.691 0.00
H -0.573 1.990 -1.731 0.00
H -0.356 -5.079 3.410 0.00
H 0.249 4.851 1.356 0.00
C 2.714 1.240 -1.490 0.01
H 3.143 -1.237 0.412 0.00
O 1.018 1.879 1.189 0.09
H -1.195 2.387 3.093 0.00
O -0.778 2.351 -3.858 0.00
As -0.459 2.549 0.717 0.01
C -0.179 4.421 0.454 0.00
H 2.473 2.603 -3.144 0.00
H -2.522 3.015 2.087 0.00
H 0.504 4.546 -0.383 0.00
Cl -2.577 -6.506 2.356 0.00
C 2.270 0.055 -0.926 0.00
C 0.791 -2.781 3.199 0.00
C -1.969 -4.912 2.045 0.00
C 0.817 -0.318 -2.787 0.00
S 0.231 1.639 -4.647 0.00
C -1.718 2.282 2.144 0.00
H -2.174 2.192 -1.036 0.00
H -2.128 1.277 2.054 0.00
O -0.666 -1.093 1.197 0.17
H 3.406 0.349 0.727 0.00
C 1.345 -0.745 -1.579 0.01
H -2.665 -2.197 0.127 0.00
Pd 1.043 -0.124 1.827 1.43
H -1.253 0.698 -0.689 0.00
H 1.131 -3.537 3.919 0.00
C -2.626 -4.090 1.112 0.00
H -1.129 4.898 0.220 0.00
C -1.183 1.773 -0.854 0.00
C -0.865 -4.449 2.691 0.00
C -1.022 -2.303 1.498 0.01
C -2.167 -2.830 0.849 0.01
O 1.454 -1.733 3.156 0.07
O 1.158 2.508 -5.342 0.00
C 1.195 0.908 -3.318 0.01
C -0.362 -3.149 2.438 0.01
H 3.448 1.847 -0.970 0.00

=====

Entry 11:
44
Properties=species:S:1:pos:R:3:lowdin_spin:R:1 method="wB97M-V/def2-TZVPD" charge=+2 homo_ev="-14.6 / -14.6" gap_ev="3.43 / 3.89" spin_multiplicity=3 relative_energy_kcal_mol=6.1 e_tot_ev=-132888.8596 fmax_ev_per_a=4.6
H -0.928 -1.837 -4.313 0.00
H 0.707 -2.001 5.688 0.00
C 0.126 0.619 3.592 0.05
C 3.158 0.075 -2.419 0.00
C 0.732 -0.540 4.120 0.01
H -1.808 -1.208 2.976 0.00
C -0.900 1.269 4.318 0.03
H 5.028 -0.013 -1.239 0.00
C 3.064 -0.181 -0.208 0.01
H -2.152 1.219 6.056 0.00
H -2.030 -2.611 -0.184 0.00
N 1.865 0.000 -2.039 0.00
H -0.137 2.634 -4.279 0.00
C -1.860 -2.655 -2.429 0.00
H 0.835 0.086 -4.074 0.00
N 1.793 -0.182 -0.669 0.02
H -2.452 -2.049 1.562 0.00
C -0.370 2.587 -3.219 0.00
Ni -0.029 -0.401 0.371 1.35
H -1.339 2.181 3.914 0.00
C -1.353 0.720 5.510 0.00
N -0.699 -1.254 -1.128 0.07
C -1.063 -1.860 -3.238 0.01
H 3.271 -0.246 0.849 0.00
C 0.258 -1.085 5.307 0.01
B 0.593 0.131 -2.907 0.00
C -1.616 -2.258 -1.119 0.01
C 3.953 -0.033 -1.285 0.00
H -1.333 4.494 -2.576 0.00
H -2.419 -0.259 1.595 0.00
C -0.987 2.851 -1.092 0.01
N -0.476 1.628 -1.201 0.11
H -0.817 -1.284 1.493 0.00
H -2.543 -3.431 -2.735 0.00
Se 0.569 1.245 1.922 0.29
C -0.964 3.504 -2.346 0.00
H 1.547 -1.006 3.571 0.00
C -1.886 -1.167 1.885 0.00
H -1.132 -0.880 6.954 0.00
N -0.375 -1.003 -2.463 0.00
N -0.081 1.470 -2.509 0.01
H 3.416 0.190 -3.468 0.00
H -1.332 3.229 -0.139 0.00
C -0.779 -0.458 6.014 0.02